[1]
The following is a DFT calculation (the ωB97M-V functional and the def2-TZVPD basis) of C2H5N3S as an isolated structure at a distorted geometry.

## Properties
Electronic energy, Ha: -641.55367
Molar mass, g mol⁻¹: 103.15
Frontier orbital gap (alpha / beta), eV: 8.9 / 8.9

Structure (XYZ):
```
11
Properties=species:S:1:pos:R:3:nbo_charge:R:1
C -0.192 -0.248 1.309 0.13
C 1.117 -0.818 0.838 -0.34
N -1.040 0.014 0.412 -0.60
N 0.911 -1.177 -0.518 -0.73
N -0.741 1.469 -1.762 -1.02
S -0.371 -0.404 -1.116 1.19
H -0.396 -0.051 2.349 0.21
H 1.894 -0.047 0.979 0.23
H 1.437 -1.701 1.394 0.24
H -1.547 1.673 -1.183 0.36
H -1.072 1.289 -2.702 0.35
```

---

[2]
The following is a DFT calculation (the ωB97M-V functional and the def2-TZVPD basis) of C17H24Br2F9N4O6 as an isolated structure at a distorted geometry.

## Properties
Charge: +1
Electronic energy, Ha: -7379.20288
Molar mass, g mol⁻¹: 711.19
Frontier orbital gap, eV: 9.2

Structure (XYZ):
```
62
Properties=species:S:1:pos:R:3:nbo_charge:R:1
C 1.718 0.177 3.708 -0.66
C 0.862 1.420 3.172 -0.29
Br -0.923 1.313 4.045 0.07
C 0.824 1.567 1.558 -0.12
Br -0.946 0.852 0.940 0.08
N 1.963 0.837 0.960 -0.23
N 1.991 -0.439 0.482 -0.35
C 3.340 -0.617 0.078 0.26
N 4.188 0.551 0.252 -0.44
C 3.232 1.460 0.842 0.58
N 3.631 2.695 1.181 -0.78
H 1.715 -0.732 3.031 0.21
H 1.220 -0.159 4.684 0.27
H 2.807 0.490 3.888 0.23
H 1.365 2.370 3.573 0.23
H 0.829 2.687 1.330 0.26
H 1.177 -1.067 0.490 0.49
H 3.786 -1.559 -0.353 0.27
H 4.533 3.015 0.794 0.46
H 3.099 3.329 1.791 0.43
C -4.180 -4.142 2.955 -0.64
C -2.870 -4.903 2.988 -0.08
O -2.172 -4.769 1.737 -0.46
C -1.459 -3.644 1.579 0.69
O -1.376 -2.769 2.400 -0.55
C -0.737 -3.657 0.235 0.90
F -1.526 -4.063 -0.771 -0.29
F 0.325 -4.484 0.244 -0.30
F -0.272 -2.437 -0.113 -0.34
H -4.786 -4.458 2.103 0.22
H -4.746 -4.309 3.873 0.23
H -4.010 -3.069 2.845 0.22
H -3.068 -5.968 3.123 0.21
H -2.239 -4.585 3.821 0.20
C 5.181 -0.110 -2.668 -0.63
C 5.374 -1.076 -3.821 -0.08
O 4.703 -0.602 -4.996 -0.48
C 5.365 0.322 -5.720 0.69
O 6.448 0.753 -5.436 -0.52
C 4.564 0.702 -6.962 0.90
F 3.260 0.904 -6.688 -0.31
F 4.613 -0.263 -7.899 -0.30
F 5.011 1.825 -7.540 -0.30
H 4.119 0.079 -2.495 0.20
H 5.623 -0.506 -1.753 0.21
H 5.642 0.857 -2.884 0.23
H 4.926 -2.040 -3.572 0.19
H 6.433 -1.256 -4.023 0.21
C -4.376 1.382 -0.651 -0.63
C -4.205 2.592 0.247 -0.08
O -5.318 3.486 0.112 -0.48
C -6.416 3.170 0.827 0.69
O -6.502 2.210 1.542 -0.53
C -7.502 4.223 0.630 0.90
F -7.649 4.572 -0.662 -0.31
F -7.224 5.356 1.304 -0.31
F -8.704 3.808 1.052 -0.30
H -4.540 1.692 -1.685 0.22
H -3.494 0.741 -0.608 0.20
H -5.246 0.792 -0.354 0.23
H -3.316 3.150 -0.055 0.19
H -4.063 2.303 1.292 0.20
```